{
  "formula": "C6H8N2O2",
  "method": "ωB97M-V/def2-TZVPD",
  "multiplicity": 1,
  "charge": 0,
  "lumo_energy_ev": [0.0418, 0.0424],
  "smiles": "CCC(O)=C=N.N#CC=O",
  "orbital_gap_ha": [0.3128, 0.3128],
  "e_homo_ev": [-8.470, -8.470],
  "relative_energy_kcal_mol": 118.2,
  "largest_force_ev_per_a": 5.08,
  "symbols": ["C", "C", "C", "O", "C", "N", "H", "H", "H", "H", "H", "H", "H", "N", "C", "C", "O", "H"],
  "coordinates": [[-1.799, -0.346, 0.309], [-0.386, -0.344, -0.587], [0.718, -0.405, 0.480], [0.901, -1.651, 0.921], [1.254, 0.679, 1.009], [1.553, 1.784, 1.386], [-1.947, -1.444, 0.539], [-2.466, 0.068, -0.474], [-1.639, 0.275, 1.201], [-0.245, 0.473, -1.189], [-0.478, -1.317, -1.116], [1.655, -1.723, 1.597], [2.272, 2.476, 1.056], [3.119, -1.972, -0.283], [3.050, -0.826, -0.454], [2.870, 0.614, -0.677], [3.469, 1.576, -0.156], [2.306, 0.697, -1.550]],
  "nbo_charge": [-0.601, -0.412, 0.190, -0.641, 0.285, -0.552, 0.222, 0.218, 0.216, 0.208, 0.236, 0.507, 0.437, -0.314, 0.168, 0.252, -0.573, 0.155]
}

{
  "formula": "C47H63BrF4GeMgNO3PSi2Te",
  "method": "ωB97M-V/def2-TZVPD",
  "multiplicity": 2,
  "charge": 1,
  "lumo_energy_ev": [-2.6803, -2.7231],
  "orbital_gap_ha": [0.1715, 0.2716],
  "e_homo_ev": [-7.347, -10.113],
  "relative_energy_kcal_mol": 51.2,
  "s_squared": 0.757,
  "largest_force_ev_per_a": 0.52,
  "symbols": ["Mg", "C", "C", "C", "C", "O", "Ge", "O", "C", "C", "C", "C", "O", "C", "C", "C", "C", "H", "H", "H", "H", "H", "H", "H", "H", "H", "H", "H", "H", "H", "H", "H", "H", "H", "H", "H", "H", "H", "H", "H", "H", "H", "H", "H", "F", "C", "C", "F", "C", "F", "C", "P", "C", "C", "C", "C", "C", "C", "C", "C", "C", "C", "C", "C", "C", "Br", "C", "F", "H", "H", "H", "H", "H", "H", "H", "H", "H", "H", "N", "C", "C", "C", "C", "C", "C", "C", "C", "C", "H", "H", "H", "H", "C", "Si", "C", "C", "C", "Te", "C", "Si", "C", "C", "C", "H", "H", "H", "H", "H", "H", "H", "H", "H", "H", "H", "H", "H", "H", "H", "H", "H", "H", "H", "H", "H", "H"],
  "coordinates": [[-1.119, 0.085, 0.394], [-4.440, 3.079, -0.145], [-3.768, 1.816, -0.666], [-2.845, 2.150, -1.825], [-4.804, 0.776, -1.066], [-2.953, 1.213, 0.388], [-3.187, 1.487, 2.188], [-0.852, 2.702, 2.019], [-0.086, 3.314, 3.190], [-0.955, 3.007, 4.387], [0.068, 4.807, 2.992], [1.245, 2.597, 3.223], [-2.205, -0.056, 2.346], [-2.128, -0.890, 3.543], [-2.677, -2.249, 3.156], [-2.973, -0.305, 4.668], [-0.663, -0.988, 3.942], [-4.979, 3.566, -0.957], [-3.697, 3.785, 0.237], [-5.165, 2.862, 0.644], [-3.425, 2.519, -2.672], [-2.293, 1.265, -2.148], [-2.119, 2.909, -1.535], [-5.472, 1.179, -1.828], [-5.406, 0.485, -0.203], [-4.321, -0.115, -1.469], [-1.914, 3.521, 4.320], [-0.449, 3.338, 5.293], [-1.125, 1.935, 4.475], [-0.895, 5.289, 2.826], [0.736, 5.047, 2.168], [0.499, 5.215, 3.908], [1.111, 1.519, 3.311], [1.833, 2.947, 4.073], [1.810, 2.805, 2.313], [-3.743, -2.193, 2.930], [-2.529, -2.968, 3.962], [-2.168, -2.612, 2.269], [-4.020, -0.215, 4.369], [-2.614, 0.671, 4.995], [-2.936, -0.973, 5.528], [-0.062, -1.362, 3.109], [-0.547, -1.675, 4.781], [-0.273, -0.017, 4.247], [-0.508, -5.061, -6.103], [-0.637, -4.622, -4.861], [-0.330, -5.446, -3.795], [0.087, -6.685, -4.014], [-0.475, -4.973, -2.501], [-0.210, -5.839, -1.521], [-0.897, -3.678, -2.223], [-1.086, -3.041, -0.502], [-2.519, -4.038, 0.031], [-3.766, -3.433, -0.118], [-4.926, -4.120, 0.205], [-4.845, -5.414, 0.699], [-3.606, -6.021, 0.857], [-2.445, -5.343, 0.516], [0.386, -3.694, 0.356], [0.335, -4.033, 1.706], [1.495, -4.356, 2.397], [2.721, -4.343, 1.751], [2.781, -4.010, 0.404], [1.625, -3.681, -0.284], [-1.225, -2.878, -3.320], [-1.892, -1.124, -3.115], [-1.094, -3.337, -4.618], [-1.400, -2.567, -5.658], [-3.827, -2.414, -0.487], [-5.891, -3.646, 0.075], [-5.747, -5.952, 0.959], [-3.543, -7.032, 1.237], [-1.486, -5.829, 0.627], [-0.611, -4.070, 2.228], [1.435, -4.630, 3.443], [3.623, -4.602, 2.288], [3.731, -4.010, -0.114], [1.689, -3.429, -1.337], [2.288, 6.827, -5.700], [1.881, 6.329, -4.748], [1.376, 5.697, -3.559], [2.236, 4.959, -2.748], [1.744, 4.337, -1.617], [0.394, 4.458, -1.277], [-0.458, 5.211, -2.087], [0.028, 5.823, -3.227], [-0.090, 3.799, -0.101], [-0.521, 3.195, 0.846], [3.280, 4.869, -3.015], [2.394, 3.737, -0.993], [-1.501, 5.315, -1.819], [-0.627, 6.403, -3.862], [6.600, 0.051, 1.388], [4.805, 0.564, 1.476], [4.679, 2.391, 1.062], [4.107, 0.229, 3.190], [3.821, -0.448, 0.240], [1.773, 0.320, -0.076], [1.595, -0.747, -1.936], [1.777, 0.333, -3.469], [1.721, -0.800, -4.959], [0.363, 1.560, -3.542], [3.430, 1.212, -3.391], [7.211, 0.616, 2.097], [7.006, 0.222, 0.389], [6.718, -1.010, 1.621], [5.172, 2.993, 1.828], [3.644, 2.731, 0.979], [5.170, 2.604, 0.109], [4.240, 1.084, 3.856], [4.608, -0.626, 3.648], [3.039, -0.003, 3.146], [3.703, -1.481, 0.570], [4.294, -0.444, -0.745], [0.630, -1.260, -1.930], [2.383, -1.502, -1.891], [0.759, -1.315, -5.026], [2.508, -1.556, -4.912], [1.856, -0.238, -5.885], [-0.485, 1.141, -4.089], [0.663, 2.480, -4.047], [0.026, 1.828, -2.537], [4.255, 0.518, -3.568], [3.588, 1.687, -2.419], [3.486, 1.991, -4.155]],
  "lowdin_charge": [0.529, -0.061, -0.659, -0.033, -0.020, -0.460, 1.173, -0.157, -0.524, -0.029, -0.009, -0.010, -0.436, -0.657, -0.019, -0.064, -0.009, 0.102, 0.086, 0.070, 0.110, -0.005, 0.061, 0.101, 0.093, 0.052, 0.093, 0.109, 0.045, 0.105, 0.090, 0.106, 0.069, 0.111, 0.071, 0.099, 0.106, 0.044, 0.079, 0.063, 0.105, 0.079, 0.103, 0.067, 0.159, -0.126, -0.127, 0.151, -0.204, 0.113, -0.300, 1.070, -0.379, -0.110, -0.073, -0.068, -0.059, -0.083, -0.369, -0.106, -0.066, -0.069, -0.079, -0.111, -0.559, 0.928, -0.273, 0.090, 0.084, 0.108, 0.109, 0.111, 0.103, 0.087, 0.110, 0.110, 0.115, 0.094, 0.171, -0.175, -0.223, -0.014, -0.018, -0.230, -0.018, -0.011, 0.031, -0.184, 0.126, 0.097, 0.118, 0.125, -0.181, 0.386, -0.189, -0.173, -0.533, 1.126, -0.590, 0.394, -0.158, -0.186, -0.176, 0.035, 0.033, 0.032, 0.038, -0.021, 0.036, 0.031, 0.033, 0.006, -0.017, 0.010, -0.074, 0.004, 0.004, 0.039, 0.043, -0.002, 0.035, -0.001, 0.037, 0.004, 0.035]
}